[1]
Here is a cluster of 10 separate species, C5H28NO10 in total in a non-equilibrium geometry from the Open Molecules 2025 dataset. Energies are from ωB97M-V/def2-TZVPD.

Summary:
Net charge: +1
HOMO-LUMO gap: 0.392 Eh
Energy above the lowest of the compared OMol25 structures with the same formula, charge and spin: 37.10 kcal/mol

Element x y z (Å)
O 0.367 2.413 0.894
C 1.231 1.633 1.231
C 1.221 0.145 1.156
C 1.868 -0.320 -0.187
C 1.225 0.146 -1.487
C -0.032 0.410 -1.799
N -0.555 0.370 -3.136
H 2.187 2.022 1.600
H 1.598 -0.471 1.957
H 0.217 -0.295 0.949
H 2.868 0.111 -0.255
H 1.850 -1.420 -0.182
H 2.002 0.201 -2.240
H -0.747 0.458 -0.988
H -0.300 1.164 -3.734
H -1.628 0.509 -3.168
H -0.427 -0.518 -3.622
H -3.333 -0.049 -1.561
H -3.024 1.340 -1.531
O -2.941 0.612 -2.168
H 0.194 -3.286 -3.039
H -0.876 -2.187 -2.851
O -0.295 -2.594 -3.497
H -2.038 2.821 -0.449
H -1.242 2.160 0.694
O -2.093 2.094 0.178
H -0.480 -0.318 3.347
H -1.263 0.240 4.578
O -1.075 0.377 3.647
H 3.899 1.311 2.237
H 4.134 -0.220 2.145
O 4.210 0.612 1.665
H -1.510 -3.991 2.392
H -2.154 -2.624 2.712
O -1.312 -3.088 2.654
H 1.416 2.700 -2.111
H 1.023 3.408 -3.487
O 1.019 2.597 -2.979
H 1.100 -2.694 2.184
H 1.710 -2.702 3.671
O 1.699 -2.277 2.810
H -3.712 -0.571 1.115
H -2.803 0.333 0.359
O -3.197 -0.562 0.297

=====

[2]
Here is a cluster of 10 separate species, C5H28NO11 in total in a non-equilibrium geometry from the Open Molecules 2025 dataset. Energies are from ωB97M-V/def2-TZVPD.

Summary:
Spin multiplicity: 2
HOMO-LUMO gap (alpha / beta): 0.346 / 0.141 Eh
Energy above the lowest of the compared OMol25 structures with the same formula, charge and spin: 86.94 kcal/mol

Element x y z (Å)
O 0.775 2.058 0.731
C 0.248 1.371 -0.143
O -0.923 1.587 -0.494
C 1.113 0.282 -0.737
C 1.083 -0.840 0.397
C 0.087 -0.665 1.530
C -0.685 -1.776 3.549
N -0.238 -2.003 2.184
H 2.147 0.617 -0.827
H 0.810 -0.063 -1.678
H 2.212 -0.813 0.740
H 0.862 -1.861 -0.040
H -0.872 -0.226 1.267
H 0.427 0.067 2.377
H -0.171 -0.909 4.130
H -1.706 -1.539 3.896
H -0.400 -2.803 3.993
H -0.951 -2.416 1.513
H -1.274 1.082 -2.140
H -2.407 1.483 -3.187
O -1.756 0.835 -3.040
H -2.727 0.149 -1.518
H -2.791 1.491 -1.026
O -3.406 0.740 -1.308
H 1.572 -3.278 0.757
H 0.311 -3.595 1.403
O 1.051 -4.094 0.922
H 2.341 1.612 3.154
H 3.133 2.607 2.463
O 3.215 1.751 2.834
H 0.028 -0.475 -3.796
H 0.677 0.935 -3.979
O 0.636 -0.022 -4.261
H -2.083 -2.350 -3.667
H -1.862 -0.843 -3.200
O -1.749 -1.850 -2.937
H 1.122 4.647 -0.244
H -0.211 3.984 0.373
O 0.103 4.752 -0.071
H -2.246 -1.951 -0.705
H -1.791 -3.420 -0.773
O -2.465 -2.849 -0.421
H 3.318 2.492 0.261
H 2.267 2.893 0.959
O 3.177 3.204 0.759

=====

[3]
Here is a cluster of 9 separate species, C5H28O9S2 in total in a non-equilibrium geometry from the Open Molecules 2025 dataset. Energies are from ωB97M-V/def2-TZVPD.

Summary:
HOMO-LUMO gap: 0.313 Eh

Element x y z (Å)
C 0.859 1.019 -2.578
C 2.332 0.771 -2.243
S 2.725 1.578 -0.654
S 3.800 0.475 0.542
C 3.075 -1.169 0.894
C 1.711 -1.085 1.581
C 0.647 -1.833 0.777
O -0.616 -1.874 1.482
H 0.147 0.714 -1.816
H 0.533 0.563 -3.513
H 0.728 2.101 -2.688
H 2.588 -0.281 -2.124
H 2.834 1.106 -3.154
H 3.810 -1.781 1.398
H 2.957 -1.710 -0.050
H 1.345 -0.065 1.654
H 1.733 -1.705 2.465
H 0.264 -1.471 -0.180
H 0.953 -2.859 0.567
H -0.891 -2.774 1.642
O -0.380 3.903 0.511
H 0.342 3.497 1.005
H -0.344 3.433 -0.303
O -1.979 -1.556 -3.461
H -2.556 -1.408 -2.697
H -1.133 -1.264 -3.087
O -2.542 -1.739 -0.157
H -2.413 -0.786 -0.140
H -3.507 -1.769 -0.266
O -0.639 -3.246 -1.747
H -1.306 -2.732 -2.258
H -1.271 -3.516 -1.074
O 1.258 2.816 3.675
H 1.056 2.160 3.005
H 0.450 3.324 3.500
O -1.187 0.324 3.234
H -0.663 -0.086 2.527
H -1.252 -0.453 3.808
O -2.172 0.640 -1.839
H -2.496 1.451 -2.251
H -2.243 0.864 -0.884
O -2.273 2.004 1.315
H -2.084 2.936 1.459
H -2.201 1.482 2.119

=====

[4]
Here is a cluster of 10 separate species, C5H29NO10 in total in a non-equilibrium geometry from the Open Molecules 2025 dataset. Energies are from ωB97M-V/def2-TZVPD.

Summary:
HOMO-LUMO gap: 0.364 Eh
Energy above the lowest of the compared OMol25 structures with the same formula, charge and spin: 33.33 kcal/mol

Element x y z (Å)
C -3.174 1.017 0.895
C -3.655 -0.439 0.878
C -2.620 -1.516 0.520
C -1.593 -1.777 1.640
C -0.113 -1.374 1.453
N 0.192 -0.714 0.308
O 0.701 -1.887 2.194
H -4.028 1.672 0.719
H -2.464 1.325 0.123
H -2.934 1.298 1.928
H -3.913 -0.647 1.928
H -4.557 -0.547 0.275
H -3.100 -2.474 0.327
H -2.135 -1.261 -0.434
H -1.924 -1.553 2.661
H -1.513 -2.871 1.691
H 1.178 -0.533 0.147
H -0.448 -0.101 -0.171
O 3.274 -1.109 2.672
H 2.570 -1.780 2.660
H 3.691 -1.262 1.803
O 1.930 2.321 0.764
H 1.027 2.406 0.387
H 1.696 2.070 1.684
O 1.464 1.064 3.166
H 2.018 1.166 3.961
H 1.711 0.133 2.965
O -1.413 0.298 -3.821
H -2.341 0.471 -3.953
H -1.261 -0.649 -3.591
O -0.133 2.220 -0.933
H -0.687 3.004 -1.049
H -0.054 1.573 -1.676
O -0.626 -2.126 -3.010
H 0.250 -2.179 -3.414
H -0.357 -1.896 -2.098
O 3.110 1.836 -1.463
H 2.225 2.043 -1.090
H 3.625 2.417 -0.885
O 3.628 -0.660 -0.077
H 4.353 -0.674 -0.703
H 3.292 0.227 -0.296
O 0.899 0.450 -2.719
H 1.853 0.425 -2.852
H 0.359 0.591 -3.513

=====

[5]
Here is a cluster of 10 separate species, C5H29NO10 in total in a non-equilibrium geometry from the Open Molecules 2025 dataset. Energies are from ωB97M-V/def2-TZVPD.

Summary:
HOMO-LUMO gap: 0.372 Eh
Energy above the lowest of the compared OMol25 structures with the same formula, charge and spin: 86.41 kcal/mol

Element x y z (Å)
C 2.173 0.425 1.645
C 0.865 1.154 1.444
C 0.088 0.648 0.200
C 0.294 1.365 -1.139
N 1.077 2.581 -1.216
C -0.992 1.317 -2.009
O -1.942 0.670 -1.648
H 2.521 0.508 2.662
H 2.081 -0.606 1.337
H 2.980 0.923 1.103
H 0.991 2.219 1.339
H 0.136 1.005 2.243
H 0.431 -0.375 0.087
H -0.994 0.565 0.278
H 0.897 0.621 -1.689
H 0.555 3.414 -1.488
H 1.431 2.824 -0.314
H -0.768 1.813 -2.970
O -1.510 -1.895 -0.155
H -1.779 -1.044 -0.510
H -0.748 -2.301 -0.607
O 2.983 -1.143 -0.981
H 2.942 -0.354 -0.438
H 2.744 -0.904 -1.896
O 0.950 -3.053 -0.577
H 1.663 -3.639 -0.263
H 1.471 -2.242 -0.756
O 0.094 -2.208 3.293
H 0.858 -2.791 3.278
H -0.255 -2.112 2.417
O 2.183 -0.236 -3.449
H 2.435 0.674 -3.274
H 1.294 -0.219 -3.116
O -2.476 -0.233 3.968
H -1.984 -1.047 3.812
H -3.277 -0.256 3.431
O -3.841 -0.080 1.597
H -3.116 -0.030 0.965
H -4.662 0.156 1.153
O -0.224 -1.288 -3.303
H -0.663 -1.452 -4.137
H -0.462 -1.988 -2.676
O -1.988 3.257 0.736
H -1.849 2.444 0.237
H -2.607 2.914 1.386

=====

[6]
Here is the molecule C5H2N2O in a non-equilibrium geometry from the Open Molecules 2025 dataset. Energies are from ωB97M-V/def2-TZVPD.

Summary:
HOMO-LUMO gap: 0.308 Eh
Energy above the lowest of the compared OMol25 structures with the same formula, charge and spin: 44.41 kcal/mol

Element x y z (Å)
C 2.784 -0.525 0.034
C 1.542 -0.428 -0.043
C 0.146 -0.101 -0.241
N -0.739 -1.095 -0.090
C -2.018 -0.484 0.104
O -3.028 -1.077 -0.041
N -1.837 0.926 0.102
C -0.617 1.268 -0.102
H 3.895 -0.738 0.381
H -0.128 2.255 -0.104

=====

| no. | M (g mol⁻¹) |
| --- | --- |
| 1 | 262.276 |
| 2 | 278.275 |
| 3 | 296.404 |
| 4 | 263.284 |
| 5 | 263.284 |
| 6 | 106.084 |